## A
This record from OMol25 describes a 9-piece molecular cluster, CH17O11 overall. The level of theory is ωB97M-V/def2-TZVPD.

Element x y z (Å)
C: -7.417 12.777 19.230
O: -7.749 13.963 19.450
O: -8.002 11.816 19.907
O: -6.425 12.511 18.490
H: -8.623 12.168 20.514
O: -9.095 15.257 17.580
H: -8.445 15.976 17.572
H: -8.802 14.603 18.224
O: -6.611 9.813 17.837
H: -7.365 9.477 18.360
H: -6.610 10.736 18.156
O: -6.140 15.978 18.572
H: -6.685 15.251 18.892
H: -6.729 16.662 18.776
O: -5.740 11.603 21.594
H: -5.250 12.412 21.650
H: -6.466 11.844 21.016
O: -3.763 12.098 18.401
H: -4.673 12.294 18.511
H: -3.234 12.055 19.224
O: -6.198 8.932 20.363
H: -6.217 9.905 20.590
H: -5.963 8.878 19.439
O: -8.159 12.761 15.968
H: -8.048 13.308 15.227
H: -7.665 13.056 16.728
O: -4.680 13.962 20.616
H: -5.614 14.115 20.326
H: -4.235 14.476 19.929

Highest occupied orbital energy = -7.14 eV
Orbital gap = 10.1 eV
Charge = -1

=====

## B
This record from OMol25 describes a 9-piece molecular cluster, CH17O11 overall. The level of theory is ωB97M-V/def2-TZVPD.

Element x y z (Å)
C: 0.176 -0.356 0.603
O: 0.282 0.846 0.940
O: 0.563 -1.374 1.384
O: -0.269 -0.578 -0.509
H: 0.848 -1.073 2.250
O: -2.696 -0.869 0.004
H: -1.718 -0.820 -0.014
H: -2.951 -0.195 0.663
O: 0.254 -1.275 -3.063
H: -0.016 -2.214 -3.185
H: -0.150 -1.100 -2.189
O: 1.201 3.186 0.550
H: 0.931 2.264 0.585
H: 2.063 3.126 0.220
O: -1.571 2.026 -0.521
H: -0.906 1.681 0.045
H: -1.110 1.999 -1.412
O: 2.411 -1.974 -1.452
H: 1.692 -1.587 -1.965
H: 2.124 -1.922 -0.539
O: -0.922 1.976 3.049
H: -0.462 1.493 2.380
H: -0.555 2.881 2.930
O: 1.675 1.110 -1.580
H: 1.101 0.825 -0.838
H: 2.533 0.688 -1.542
O: -1.580 -3.253 1.130
H: -0.702 -2.828 1.213
H: -2.247 -2.680 0.863

Highest occupied orbital energy = -7.13 eV
Orbital gap = 10.0 eV
Charge = -1

=====

Q: Which of them is the most stable? A: A.

=====

## A
This record from OMol25 describes one molecule with the formula C3H5FN2S. The level of theory is ωB97M-V/def2-TZVPD.

Element x y z (Å)
N: -2.924 -0.331 0.161
C: -1.910 0.507 -0.069
C: -0.627 0.230 -0.123
F: -0.405 -1.146 -0.303
C: 0.334 1.263 0.024
N: 1.555 1.072 0.082
S: 1.977 -0.575 0.109
H: -3.753 -0.063 0.570
H: -2.670 -1.337 0.618
H: -2.048 1.629 -0.456
H: -0.044 2.307 -0.259
H: 3.327 -0.195 -0.181

SMILES string = N/C=C(F)/C=N\S
Highest occupied orbital energy = -7.85 eV
Orbital gap = 8.4 eV

=====

## B
This record from OMol25 describes one molecule with the formula C3H5FN2S. The level of theory is ωB97M-V/def2-TZVPD.

Element x y z (Å)
F: 0.384 -1.972 -0.568
C: -0.541 -0.896 -0.375
C: -0.377 -0.368 1.005
N: 0.890 0.418 0.832
N: 0.484 1.273 -0.350
C: -0.096 0.335 -1.271
S: -0.283 0.586 -2.835
H: -1.525 -1.278 -0.570
H: -1.207 0.409 1.315
H: -0.248 -1.243 1.739
H: 1.112 1.033 1.698
H: 1.408 1.703 -0.620

SMILES string = F[C@H]1CNNC1=S
Highest occupied orbital energy = -8.83 eV
Orbital gap = 8.7 eV

=====

Q: Which of them is the most stable? A: B.

=====

## A
This record from OMol25 describes one molecule with the formula C3H5FN2S. The level of theory is ωB97M-V/def2-TZVPD.

Element x y z (Å)
F: -2.381 -0.558 -1.124
C: -1.268 0.235 -0.758
C: 0.053 -0.586 -1.142
N: 1.008 -1.048 -0.453
N: 1.179 -0.565 0.819
C: 0.827 0.728 1.374
S: 0.551 2.073 0.530
H: -1.378 0.420 0.302
H: -1.370 1.186 -1.485
H: 0.033 -1.397 -2.095
H: 1.506 -1.319 1.571
H: 1.238 0.830 2.460

SMILES string = FC/C=N\NC=S
Highest occupied orbital energy = -8.90 eV
Orbital gap = 8.7 eV

=====

## B
This record from OMol25 describes one molecule with the formula C3H5FN2S. The level of theory is ωB97M-V/def2-TZVPD.

Element x y z (Å)
H: 0.491 -1.501 2.770
N: 0.013 -0.817 2.054
C: 0.788 -0.908 1.080
N: 0.632 -0.120 -0.043
S: 1.534 -0.229 -1.413
C: -0.458 0.763 -0.060
C: -1.271 1.166 -1.027
F: -1.063 0.738 -2.263
H: 1.865 -1.227 0.951
H: 0.466 -0.555 -2.300
H: -0.787 1.051 0.922
H: -2.211 1.639 -0.671

SMILES string = [H]/N=C/N(S)/C=C\F
Highest occupied orbital energy = -8.60 eV
Orbital gap = 9.4 eV

=====

Q: Which of them is the most stable? A: B.

=====

## A
This record from OMol25 describes C4H5NO2S as an isolated structure. The level of theory is ωB97M-V/def2-TZVPD.

Element x y z (Å)
C: -0.980 1.313 0.116
C: -0.567 0.009 -0.527
C: 1.046 -0.068 -0.799
C: 1.638 -0.517 0.528
H: -2.957 1.012 -0.031
H: -1.392 2.169 -0.671
H: -0.214 1.769 0.776
H: 1.489 -0.696 -1.756
H: 2.660 1.506 -0.244
N: 2.433 -0.746 1.337
O: -2.070 0.902 1.096
O: 1.508 1.388 -0.829
S: -1.184 -1.455 -0.342

Highest occupied orbital energy = -9.32 eV
Orbital gap = 8.3 eV

=====

## B
This record from OMol25 describes one molecule with the formula C4H5NO2S. The level of theory is ωB97M-V/def2-TZVPD.

Element x y z (Å)
O: -1.563 1.342 1.705
C: -0.808 0.732 1.021
N: 0.506 1.207 1.051
S: 1.723 0.121 0.619
C: 1.099 -0.326 -0.973
C: -0.168 -0.969 -0.898
O: -0.489 -1.685 0.308
C: -1.138 -0.408 0.069
H: 0.837 1.928 1.996
H: 0.848 0.747 -1.151
H: 1.820 -0.939 -1.554
H: -0.451 -1.146 -1.955
H: -2.216 -0.602 -0.236

SMILES string = O=C1NSC[C@H]2O[C@@H]12
Highest occupied orbital energy = -8.36 eV
Orbital gap = 8.9 eV

=====

## C
This record from OMol25 describes one molecule with the formula C4H5NO2S. The level of theory is ωB97M-V/def2-TZVPD.

Element x y z (Å)
H: 0.344 1.679 1.023
N: -0.321 1.172 0.528
C: 0.147 0.113 0.024
C: 1.633 -0.228 0.118
C: 2.101 -1.277 -0.511
O: -0.700 -0.788 -0.477
S: -2.256 -0.460 0.002
C: -2.457 1.127 -0.812
O: -2.272 -0.287 1.443
H: 2.277 0.554 0.477
H: 3.218 -1.421 -0.511
H: 1.457 -1.836 -1.060
H: -3.171 1.652 -0.242

SMILES string = [H]/N=C(\C=C)OS(#C)=O
Highest occupied orbital energy (spin up / spin down) = -9.06 / -9.06 eV
Orbital gap (spin up / spin down) = 7.9 / 7.9 eV

=====

## D
This record from OMol25 describes C4H5NO2S as an isolated structure. The level of theory is ωB97M-V/def2-TZVPD.

Element x y z (Å)
C: -0.213 0.029 -0.297
C: 2.663 -0.460 0.217
C: -1.513 -0.717 -0.039
C: -2.611 -0.187 0.432
H: 1.625 1.421 -0.636
H: 3.444 -1.361 0.250
H: -1.478 -1.830 -0.172
H: -3.526 -0.737 0.653
H: -2.630 0.949 0.466
N: -0.292 1.306 -0.351
O: 0.607 2.123 -0.628
O: 2.729 0.595 0.755
S: 1.196 -1.130 -0.650

Highest occupied orbital energy = -9.01 eV
Orbital gap = 9.2 eV

=====

Q: Which of them is the most stable? A: B.